[1]
The following is a DFT calculation (ωB97M-V/def2-TZVPD) of 7 unconnected molecules or ions with the total composition C18H40NO12P.

```
! RIJCOSX wB97M-V def2-TZVPD def2/J DEFGRID3
* xyz -2 1
N 14.171 4.112 49.954
H 14.803 3.871 49.124
H 13.399 3.586 50.294
H 13.759 4.710 49.402
H 14.815 4.554 50.617
P 16.349 6.041 48.641
O 15.315 6.798 49.368
O 16.969 4.958 49.610
O 17.485 6.726 48.046
O 15.682 5.142 47.603
O 14.673 3.260 52.774
C 15.234 3.296 53.850
O 16.428 3.915 54.130
C 17.027 4.770 53.181
C 18.353 5.242 53.678
C 14.626 2.643 55.110
H 16.405 5.673 52.943
H 17.267 4.316 52.241
H 19.090 4.281 53.817
H 18.158 5.867 54.503
H 19.034 6.000 52.948
H 13.597 2.934 55.293
H 15.266 2.789 55.925
H 14.852 1.548 54.623
O 12.689 0.756 46.460
C 13.039 1.746 47.068
O 12.554 2.494 47.848
C 11.145 2.357 48.076
C 10.755 2.942 49.456
C 14.557 2.167 46.779
H 10.949 1.296 48.254
H 10.633 2.917 47.337
H 9.585 2.857 49.667
H 10.936 3.880 49.357
H 11.134 2.496 50.382
H 15.288 2.000 47.739
H 14.724 3.196 46.671
H 14.741 1.698 45.808
O 10.383 5.997 45.825
C 11.362 5.284 45.841
O 11.532 4.164 45.036
C 10.475 3.835 44.133
C 10.829 2.443 43.556
C 12.630 5.515 46.658
H 10.299 4.497 43.407
H 9.569 3.784 44.767
H 10.986 1.762 44.294
H 11.754 2.635 43.053
H 10.026 1.945 42.989
H 13.501 5.417 46.046
H 12.667 4.835 47.505
H 12.810 6.483 47.039
C 11.930 7.293 49.837
C 12.289 6.568 51.227
O 11.685 5.395 51.403
C 13.470 7.109 52.095
H 11.399 8.233 50.061
H 11.431 6.609 49.131
H 12.764 7.687 49.512
H 14.344 7.101 51.257
H 13.701 6.496 52.971
H 13.317 8.107 52.232
C 15.056 -0.191 52.084
C 15.049 0.789 50.958
O 13.912 0.996 50.348
C 16.302 1.397 50.506
H 15.822 -0.896 51.813
H 14.089 -0.537 52.119
H 15.338 0.563 52.861
H 16.183 2.136 49.656
H 17.164 0.589 50.381
H 16.785 2.183 51.105
*
```

Values from the calculation:
E_HOMO (eV): 1.26
ΔE to the lowest compared entry with this formula, charge and spin (kJ/mol): 0.0
Kohn-Sham gap (hartree): 0.1065

=====

[2]
The following is a DFT calculation (ωB97M-V/def2-TZVPD) of a molecular structure, C22H27N6O5PPdS2Te.

```
! RIJCOSX wB97M-V def2-TZVPD def2/J DEFGRID3
* xyz 0 3
Pd 1.717 -0.464 0.574
O -1.730 -2.902 -0.756
S -0.972 -1.676 -0.666
O -1.370 -0.768 0.392
N 0.604 -1.891 -0.659
C 1.214 -3.129 -0.842
C 0.675 -4.223 -1.493
C 1.400 -5.419 -1.646
C 2.670 -5.558 -1.171
C 3.274 -4.465 -0.513
C 4.589 -4.527 0.004
C 5.127 -3.446 0.636
C 4.345 -2.282 0.756
N 3.128 -2.191 0.287
C 2.561 -3.256 -0.347
C -1.303 -0.791 -2.177
C -2.540 -0.176 -2.314
C -2.869 0.434 -3.514
C -1.961 0.436 -4.567
C -0.723 -0.172 -4.417
C -0.391 -0.792 -3.218
H -0.330 -4.165 -1.876
H 0.923 -6.246 -2.158
H 3.225 -6.480 -1.292
H 5.153 -5.445 -0.111
H 6.129 -3.463 1.041
H 4.733 -1.403 1.258
H -3.233 -0.185 -1.483
H -3.838 0.903 -3.633
H -2.221 0.910 -5.505
H -0.012 -0.168 -5.234
H 0.572 -1.266 -3.080
C -1.241 0.655 5.278
C 0.105 1.022 4.779
N 0.941 1.817 5.367
N 2.017 1.833 4.527
C 1.882 1.058 3.439
S 2.998 0.901 2.194
N 0.638 0.527 3.610
N 0.059 -0.399 2.755
H -1.451 1.238 6.170
H -1.293 -0.404 5.533
H -2.000 0.861 4.522
H 2.816 2.409 4.727
H -0.442 0.051 1.987
H -0.539 -1.027 3.272
C -4.113 3.582 1.685
C -3.101 3.495 0.570
O -2.071 2.578 0.973
P -0.634 2.582 0.307
O 0.253 1.601 0.938
Te 0.366 4.782 0.642
O -0.836 2.330 -1.231
C -1.141 3.314 -2.239
C 0.023 3.430 -3.190
H -4.939 4.228 1.387
H -3.655 3.991 2.584
H -4.509 2.593 1.911
H -2.659 4.478 0.372
H -3.551 3.124 -0.353
H -1.364 4.277 -1.770
H -2.040 2.961 -2.742
H 0.919 3.745 -2.654
H -0.200 4.167 -3.963
H 0.214 2.468 -3.662
*
```

Values from the calculation:
E_HOMO (alpha / beta) (eV): -6.75 / -6.96
ΔE to the lowest compared entry with this formula, charge and spin (kJ/mol): 48.0
Kohn-Sham gap (alpha / beta) (hartree): 0.2531 / 0.1567

=====

[3]
The following is a DFT calculation (ωB97M-V/def2-TZVPD) of 2 unconnected molecules or ions with the total composition C7H7F3OSi.

```
! RIJCOSX wB97M-V def2-TZVPD def2/J DEFGRID3
* xyz 0 3
C -1.961 1.151 -0.280
C -0.806 1.942 -0.289
C -1.933 -0.247 -0.224
C 0.418 1.281 -0.127
C -0.713 -0.887 -0.122
C 0.420 -0.099 0.074
C 3.619 0.398 -0.163
O 2.243 -2.136 -0.495
F 4.876 -0.191 0.100
F 3.679 1.482 0.637
F 3.587 0.886 -1.397
Si 2.142 -0.750 0.304
H -2.929 1.756 -0.439
H -0.996 2.934 -0.392
H -2.764 -0.915 -0.348
H 1.245 1.934 -0.105
H -0.494 -2.008 -0.046
H 2.907 -2.729 -0.372
H 2.919 -0.514 2.239
*
```

Values from the calculation:
E_HOMO (alpha / beta) (eV): -4.94 / -8.99
Kohn-Sham gap (alpha / beta) (hartree): 0.1935 / 0.1796

=====

[4]
The following is a DFT calculation (ωB97M-V/def2-TZVPD) of a molecular structure, ClZn.

```
! RIJCOSX wB97M-V def2-TZVPD def2/J DEFGRID3
* xyz 1 1
Zn -3.452 -10.466 0.626
Cl -2.508 -9.409 -0.261
*
```

Values from the calculation:
E_HOMO (eV): -18.29
ΔE to the lowest compared entry with this formula, charge and spin (kJ/mol): 241.8
Kohn-Sham gap (hartree): 0.3575

=====

[5]
The following is a DFT calculation (ωB97M-V/def2-TZVPD) of 5 unconnected molecules or ions with the total composition C45H83N6O2Si.

```
! RIJCOSX wB97M-V def2-TZVPD def2/J DEFGRID3
* xyz 1 1
C 7.812 -4.245 1.576
C 8.762 -4.269 0.380
C 8.593 -3.102 -0.613
C 9.688 -2.021 -0.466
C 9.189 -0.586 -0.187
C 7.980 -0.481 0.771
C 6.747 0.049 0.046
C 5.607 0.566 0.951
C 5.527 -0.107 2.322
C 4.146 -0.098 3.006
C 3.375 1.227 2.947
C 2.582 1.535 1.658
C 2.017 0.344 0.879
C 0.613 -0.169 1.298
C 0.505 -0.583 2.776
C -0.406 0.253 3.656
C -0.158 1.571 4.054
C -1.031 2.263 4.896
C -2.191 1.648 5.379
C -2.461 0.342 4.970
C -1.580 -0.347 4.130
C -0.397 0.884 0.869
N -1.689 0.164 0.562
C -1.493 -0.595 -0.711
N -1.671 0.311 -1.850
C -2.501 -1.753 -0.773
C -3.816 -1.461 -0.050
O -3.695 -1.951 1.277
Si -5.114 -1.993 2.201
C -5.813 -0.235 2.270
C -4.580 -2.575 3.893
C -6.394 -3.178 1.521
C -0.064 -1.194 -0.748
O 0.402 -1.396 0.564
H 8.106 -5.043 2.260
H 6.793 -4.484 1.281
H 7.862 -3.325 2.152
H 8.603 -5.209 -0.149
H 9.779 -4.321 0.760
H 7.589 -2.685 -0.581
H 8.712 -3.539 -1.603
H 10.439 -2.290 0.271
H 10.220 -1.975 -1.416
H 10.020 -0.038 0.253
H 8.960 -0.091 -1.128
H 8.264 0.218 1.558
H 7.790 -1.434 1.253
H 6.374 -0.702 -0.652
H 7.058 0.885 -0.578
H 4.681 0.479 0.391
H 5.803 1.628 1.110
H 5.790 -1.157 2.184
H 6.255 0.289 3.027
H 3.559 -0.951 2.672
H 4.329 -0.292 4.064
H 2.733 1.290 3.825
H 4.107 2.026 3.069
H 3.254 2.058 0.984
H 1.777 2.245 1.852
H 1.883 0.699 -0.144
H 2.701 -0.493 0.806
H 0.094 -1.590 2.794
H 1.479 -0.669 3.247
H 0.728 2.092 3.720
H -0.818 3.273 5.219
H -2.858 2.161 6.047
H -3.371 -0.118 5.330
H -1.841 -1.365 3.864
H -0.102 1.349 -0.069
H -0.548 1.688 1.577
H -2.488 0.790 0.516
H -1.824 -0.545 1.296
H -2.167 -0.155 -2.599
H -2.224 1.129 -1.618
H -2.064 -2.615 -0.270
H -2.677 -2.076 -1.795
H -4.609 -2.009 -0.566
H -4.101 -0.404 -0.084
H -6.772 -0.200 1.763
H -5.885 0.081 3.307
H -5.108 0.450 1.799
H -3.623 -2.096 4.104
H -4.373 -3.643 3.896
H -5.315 -2.315 4.648
H -6.008 -3.906 0.810
H -7.221 -2.649 1.048
H -6.833 -3.723 2.355
H 0.611 -0.617 -1.382
H -0.151 -2.178 -1.198
C -7.226 4.965 5.505
C -5.931 4.998 4.701
C -5.096 3.721 4.864
C -4.708 3.521 6.260
N -4.419 3.380 7.358
H -7.029 4.895 6.576
H -7.801 5.875 5.338
H -7.847 4.115 5.216
H -5.338 5.861 5.006
H -6.165 5.128 3.643
H -4.187 3.781 4.262
H -5.664 2.849 4.534
C 2.715 -1.294 -5.741
C 1.461 -1.136 -4.891
C 1.344 0.259 -4.261
C 2.469 0.523 -3.361
N 3.323 0.731 -2.626
H 3.621 -1.179 -5.143
H 2.744 -2.285 -6.192
H 2.738 -0.557 -6.545
H 1.462 -1.895 -4.104
H 0.584 -1.321 -5.511
H 0.425 0.338 -3.676
H 1.315 1.029 -5.033
C -3.438 -1.167 -5.131
C -3.983 -1.548 -6.500
C -3.209 -2.697 -7.155
C -1.803 -2.347 -7.366
N -0.700 -2.088 -7.532
H -2.413 -0.807 -5.199
H -4.040 -0.368 -4.696
H -3.462 -2.024 -4.447
H -3.957 -0.673 -7.150
H -5.028 -1.846 -6.402
H -3.645 -2.946 -8.122
H -3.251 -3.589 -6.527
C -4.495 4.565 -5.682
C -4.417 3.730 -4.409
C -3.048 3.062 -4.221
C -2.751 2.155 -5.329
N -2.519 1.451 -6.199
H -4.359 3.949 -6.572
H -5.469 5.045 -5.762
H -3.733 5.346 -5.687
H -5.196 2.965 -4.430
H -4.616 4.367 -3.545
H -3.032 2.487 -3.293
H -2.259 3.813 -4.166
*
```

Values from the calculation:
E_HOMO (eV): -11.78
Kohn-Sham gap (hartree): 0.3236

=====

[6]
The following is a DFT calculation (ωB97M-V/def2-TZVPD) of 2 unconnected molecules or ions with the total composition C5H14NO.

```
! RIJCOSX wB97M-V def2-TZVPD def2/J DEFGRID3
* xyz 1 1
C -0.796 -0.348 -0.693
C 0.624 -0.526 -1.197
C 1.306 -1.199 -0.034
C 2.312 -0.682 0.763
C 0.865 -2.641 0.265
N -0.740 0.783 0.281
H -1.599 -0.144 -1.484
H -1.251 -1.365 -0.188
H 1.103 0.440 -1.345
H 0.591 -1.073 -2.158
H 2.944 -1.169 1.430
H 2.649 0.405 0.578
H 1.088 -2.896 1.238
H -0.196 -2.893 0.042
H 1.272 -3.340 -0.549
H -0.238 1.609 -0.086
H -1.728 0.990 0.377
H -0.366 0.583 1.180
H -2.018 4.823 0.864
H -3.346 4.506 0.283
O -2.478 4.135 0.434
*
```

Values from the calculation:
E_HOMO (eV): -13.15
ΔE to the lowest compared entry with this formula, charge and spin (kJ/mol): 230.0
Kohn-Sham gap (hartree): 0.3651